Formula: C3H5Cl3
Source: the OMol25 dataset
Level of theory: ωB97M-V/def2-TZVPD

* LUMO (alpha / beta): 0.00 / -0.24 eV
* relative energy (zero: lowest compared OMol25 entry of this formula, charge and spin): 4.075 eV
* Kohn-Sham gap (alpha / beta): 8.155 / 8.210 eV
* strongest force on any atom: 3.4 eV/A

Last columns: bonded neighbours and bond lengths (Å).
Geometry (Å):
1 C 0.51002 -0.16680 -1.01307  C3 1.505, H7 1.073, H8 1.063, H9 1.176
2 C -1.07765 0.27722 1.80894  Cl4 1.666, H10 1.005, H11 1.033
3 C 1.28679 0.05280 0.25677  C1 1.505, Cl5 1.672, Cl6 1.641
4 Cl -2.14140 0.20113 0.52962  C2 1.666
5 Cl 2.17769 -1.28719 0.71216  C3 1.672
6 Cl 2.12652 1.45560 0.40050  C3 1.641
7 H 0.17437 -1.18489 -1.05361  C1 1.073
8 H -0.34157 0.46820 -1.03637  C1 1.063
9 H 0.98612 0.20333 -2.02235  C1 1.176
10 H -1.09349 -0.35022 2.59357  C2 1.005
11 H -0.74553 1.24097 1.97536  C2 1.033